# 1
A molecular structure, C18H24F5O6RbS. Source: OMol25; level of theory: ωB97M-V/def2-TZVPD.

Atoms and positions in Å:
Rb: -0.43 0.25 -0.30
C: 1.79 1.00 -2.22
C: 0.81 0.73 -3.37
O: -0.20 -0.14 -2.90
C: -1.32 -0.43 -3.70
C: -1.87 -1.77 -3.22
O: -2.06 -1.84 -1.81
C: -3.38 -1.85 -1.30
C: -4.01 -0.47 -1.18
O: -3.17 0.47 -0.55
C: -3.30 0.67 0.86
C: -2.95 -0.50 1.79
O: -1.77 -1.19 1.42
C: -0.82 -1.51 2.45
C: 0.46 -2.07 1.84
O: 1.23 -1.02 1.26
C: 2.42 -1.35 0.56
C: 2.81 -0.18 -0.35
O: 2.06 -0.23 -1.56
H: 1.41 1.75 -1.51
H: 2.71 1.43 -2.65
H: 1.34 0.27 -4.21
H: 0.39 1.69 -3.70
H: -1.05 -0.53 -4.76
H: -2.07 0.37 -3.61
H: -1.14 -2.54 -3.46
H: -2.80 -1.99 -3.75
H: -3.28 -2.31 -0.31
H: -4.03 -2.49 -1.91
H: -4.97 -0.57 -0.67
H: -4.20 -0.07 -2.18
H: -4.33 0.96 1.09
H: -2.65 1.52 1.07
H: -3.78 -1.23 1.82
H: -2.85 -0.06 2.79
H: -1.24 -2.28 3.11
H: -0.59 -0.61 3.03
H: 0.22 -2.83 1.09
H: 1.03 -2.55 2.64
H: 2.29 -2.25 -0.06
H: 3.23 -1.54 1.27
H: 3.88 -0.24 -0.57
H: 2.63 0.76 0.19
F: 5.57 2.25 2.28
C: 4.23 2.25 2.29
C: 3.53 1.36 3.09
F: 4.21 0.49 3.85
C: 2.15 1.36 3.10
F: 1.56 0.47 3.90
C: 1.38 2.23 2.32
S: -0.36 2.20 2.28
C: 2.13 3.11 1.52
F: 1.50 3.96 0.69
C: 3.51 3.13 1.51
F: 4.16 3.99 0.70

Output
Gap between HOMO and LUMO = 6.642 eV
Spin multiplicity = 1

***

# 2
A molecular structure, C18H24MgN2O4. Source: OMol25; level of theory: ωB97M-V/def2-TZVPD.

Atoms and positions in Å:
C: -0.32 3.32 -8.00
C: 0.73 3.27 -8.86
H: -1.10 4.06 -8.19
H: -0.43 2.61 -7.19
C: 1.83 2.36 -8.65
C: 1.92 1.60 -7.52
H: 1.23 1.70 -6.68
H: 2.77 0.92 -7.43
C: 0.73 4.16 -10.09
H: -0.21 4.73 -10.12
H: 0.80 3.59 -11.02
H: 1.56 4.88 -10.07
C: 2.91 2.28 -9.71
H: 3.35 3.26 -9.94
H: 2.51 1.88 -10.66
H: 3.72 1.62 -9.38
Mg: -0.09 0.24 -0.28
O: -0.41 0.62 -2.21
C: -0.43 -0.08 -3.25
O: 0.09 -1.64 -0.83
C: -0.12 -2.15 -1.95
O: -0.11 -3.45 -2.13
N: -0.38 -1.48 -3.14
C: -0.39 -3.75 -3.54
C: -0.55 -2.44 -4.25
H: -1.31 -4.34 -3.58
H: 0.46 -4.33 -3.93
H: -1.54 -2.32 -4.70
H: 0.21 -2.30 -5.02
C: -0.50 0.47 -4.58
C: -0.64 1.80 -4.78
H: -0.40 -0.23 -5.42
H: -0.65 2.49 -3.95
H: -0.84 2.14 -5.78
O: 1.45 1.02 0.73
C: 1.36 1.18 2.18
C: -0.03 0.80 2.63
C: -0.41 0.97 3.96
C: -1.70 0.60 4.34
C: -2.55 0.06 3.37
C: -2.09 -0.09 2.06
N: -0.86 0.32 1.68
H: 2.31 1.33 0.41
H: 2.09 0.53 2.68
H: 1.57 2.23 2.44
H: 0.33 1.40 4.64
H: -2.02 0.73 5.37
H: -3.56 -0.24 3.62
H: -2.71 -0.55 1.29

Output
Gap between HOMO and LUMO = 5.117 eV
Total charge = +2
Spin multiplicity = 1

***

# 3
A molecular structure, C18H24N2O2ReSi. Source: OMol25; level of theory: ωB97M-V/def2-TZVPD.

Atoms and positions in Å:
Re: -0.34 -1.20 -0.10
N: -4.45 -0.86 -0.38
C: -3.19 -0.78 -0.03
O: -2.29 -1.32 -0.75
C: -2.73 -0.03 1.19
C: -1.36 -0.57 1.63
H: -4.71 -1.34 -1.23
H: -5.18 -0.45 0.19
H: -3.47 -0.06 1.99
H: -2.65 1.01 0.87
H: -1.48 -1.40 2.33
H: -0.81 0.22 2.15
C: 3.20 -3.25 0.50
Si: 1.80 -2.40 1.33
C: 1.95 -2.15 3.15
C: 0.13 -3.32 0.95
N: 1.40 -0.87 0.50
C: 2.03 0.36 0.28
C: 3.30 0.71 0.73
C: 3.80 1.96 0.42
C: 3.04 2.85 -0.33
C: 1.77 2.52 -0.79
C: 1.29 1.28 -0.46
O: 0.03 0.77 -0.85
C: -0.85 1.56 -1.65
C: -1.00 1.21 -2.97
C: -1.88 1.96 -3.74
C: -2.58 3.02 -3.17
C: -2.39 3.35 -1.84
C: -1.52 2.61 -1.05
H: 3.35 -4.25 0.91
H: 4.13 -2.69 0.65
H: 3.04 -3.35 -0.58
H: 2.00 -3.12 3.65
H: 1.09 -1.61 3.55
H: 2.85 -1.59 3.41
H: 0.39 -4.23 0.41
H: -0.82 -3.04 0.42
H: -0.26 -3.58 1.94
H: 3.88 0.01 1.31
H: 4.78 2.25 0.77
H: 3.45 3.83 -0.58
H: 1.19 3.21 -1.39
H: -0.43 0.39 -3.40
H: -2.02 1.71 -4.78
H: -3.25 3.60 -3.78
H: -2.92 4.19 -1.41
H: -1.34 2.87 -0.01

Output
Gap between HOMO and LUMO (spin up / spin down) = 7.002 / 7.385 eV
Total charge = +2
Expectation value of S² = 0.781
Spin multiplicity = 2
Relative energy (zero: lowest compared OMol25 entry of this formula, charge and spin) = 0.0 kJ/mol

***

# 4
A molecular structure, C18H24N2O2SSiV. Source: OMol25; level of theory: ωB97M-V/def2-TZVPD.

Atoms and positions in Å:
V: -0.19 -1.01 -0.65
O: -0.45 -1.10 1.18
C: -0.52 -0.07 2.02
C: -0.60 -0.36 3.40
C: -0.69 0.63 4.34
C: -0.71 1.97 3.96
C: -0.64 2.27 2.62
C: -0.55 1.28 1.62
C: -0.47 1.70 0.23
N: -0.36 0.92 -0.85
C: -0.31 1.78 -1.95
C: -0.39 3.06 -1.53
N: -0.50 3.02 -0.17
H: -0.57 -1.41 3.68
H: -0.73 0.37 5.39
H: -0.78 2.77 4.69
H: -0.66 3.32 2.34
H: -0.20 1.41 -2.96
H: -0.37 3.99 -2.08
H: -0.51 3.81 0.44
C: 5.45 -1.45 -2.68
Si: 4.81 -1.31 -0.94
C: 5.46 0.25 -0.17
C: 5.43 -2.76 0.05
C: 3.01 -1.28 -0.96
C: 1.78 -1.22 -0.94
H: 6.54 -1.47 -2.69
H: 5.11 -0.60 -3.28
H: 5.08 -2.37 -3.15
H: 6.55 0.25 -0.16
H: 5.10 0.35 0.86
H: 5.12 1.12 -0.73
H: 6.52 -2.79 0.06
H: 5.06 -3.70 -0.38
H: 5.07 -2.70 1.08
O: -2.28 -1.42 -1.11
S: -3.22 -0.28 -1.54
C: -4.71 -1.12 -2.14
C: -5.86 -0.75 -1.20
C: -5.23 -0.64 0.19
C: -4.01 0.24 -0.01
H: -4.44 -2.17 -2.05
H: -4.86 -0.87 -3.18
H: -6.66 -1.49 -1.25
H: -6.28 0.22 -1.49
H: -4.92 -1.63 0.54
H: -5.91 -0.22 0.93
H: -3.23 0.17 0.76
H: -4.28 1.29 -0.14

Output
Gap between HOMO and LUMO (spin up / spin down) = 5.995 / 5.063 eV
Expectation value of S² = 0.842
Spin multiplicity = 2
Relative energy (zero: lowest compared OMol25 entry of this formula, charge and spin) = 23.7 kJ/mol

***

Q: What is the formula in the second record?
A: C18H24MgN2O4